(1)
16
Properties=species:S:1:pos:R:3:forces:R:3 method="wB97M-V/def2-TZVPD" smiles="C=NCCCN" e_above_lowest_kcal_mol=42.9 e_homo_ev=-9.2752
C -1.412944 0.124555 -0.771600 1.68 -0.03 0.62
C -0.187542 0.836565 -0.114490 0.18 -0.78 1.08
C 0.559218 -0.071523 0.927582 -1.15 0.46 -0.97
C 2.381713 -0.596238 -0.515911 -0.02 -0.27 0.68
N 1.436790 -1.020337 0.212890 0.67 0.45 1.44
N -2.375684 -0.354489 0.223760 -0.11 0.77 -0.69
H -1.772087 0.854582 -1.501434 -0.68 -0.42 0.06
H -1.018459 -0.767271 -1.282596 -0.27 0.38 -0.20
H -0.489262 1.799035 0.346360 0.11 -0.44 -0.29
H 0.616196 0.999504 -0.832100 -0.47 0.61 -0.37
H 1.086001 0.542859 1.664345 0.63 0.01 -0.53
H -0.107897 -0.625481 1.603089 -0.09 -0.15 -0.62
H 3.209734 -1.298807 -0.592734 -0.11 -0.07 -1.04
H 2.520648 0.418695 -0.936269 -0.07 -0.19 0.48
H -2.443870 0.360871 0.944472 -0.19 -0.38 0.10
H -2.002558 -1.202518 0.624642 -0.11 0.05 0.25



(2)
20
Properties=species:S:1:pos:R:3:forces:R:3 method="wB97M-V/def2-TZVPD" smiles="C/C=C/NCC.O" e_above_lowest_kcal_mol=44.5 e_homo_ev=-7.7111
C 1.703752 0.071172 2.239193 1.88 -0.10 0.57
C 0.274339 -0.189974 1.986338 -0.81 0.18 0.15
C -0.385362 0.428736 0.995665 0.28 -1.51 0.20
N -1.665324 0.103952 0.549668 -0.24 1.13 1.01
C -1.888045 0.139399 -0.878689 1.57 -0.44 0.12
C -1.224641 -1.059238 -1.600134 0.22 0.31 -1.13
H 1.980983 0.914637 2.888918 -0.40 0.38 -0.55
H 2.233101 -0.705815 2.799489 -0.57 -0.54 -0.06
H 2.288617 0.074247 1.305360 -0.22 0.57 0.20
H -0.233558 -0.903269 2.637914 0.01 0.03 -0.27
H 0.211553 1.126375 0.420004 -0.36 0.21 -0.41
H -2.173362 -0.473186 1.202416 -0.14 -0.22 -0.55
H -1.375045 1.073823 -1.134530 -0.16 -0.17 -0.55
H -2.912965 0.240836 -1.221065 -0.25 -0.02 0.51
H -0.781220 -0.736630 -2.542605 -0.49 0.26 -0.47
H -1.943210 -1.842801 -1.854199 0.17 -0.05 0.28
H -0.311886 -1.486513 -1.178200 -0.46 0.01 0.95
H 1.884801 0.463805 -1.750664 -0.50 -0.43 0.90
H 2.043320 1.842411 -2.386964 -0.10 0.16 0.12
O 2.274155 0.918036 -2.477923 0.56 0.26 -0.99



(3)
112
Properties=species:S:1:pos:R:3:forces:R:3 method="wB97M-V/def2-TZVPD" smiles=COCCOC.COCCOC.COCCOC.COCCOC.COCCOC.COCCOC.ClCCCl.ClCCCl e_above_lowest_kcal_mol=0.0 e_homo_ev=-9.3338
C 4.735407 -1.254587 1.782173 -0.30 0.11 -0.02
O 3.360705 -1.347285 2.122299 -0.70 -0.07 -0.22
C 3.082138 -1.790477 3.435856 1.44 0.64 0.80
C 3.511271 -3.219312 3.725370 -0.98 0.33 -0.56
O 4.853976 -3.254761 4.146315 -0.35 -0.53 -0.44
C 5.240071 -4.584121 4.423752 0.99 0.06 0.40
H 5.210592 -2.230829 1.880142 0.22 0.10 -0.17
H 5.262551 -0.510982 2.386649 -0.05 -0.16 0.26
H 4.743616 -0.885449 0.756611 0.16 -0.26 -0.09
H 2.041214 -1.596130 3.667622 -0.17 -0.18 -0.32
H 3.666238 -1.158349 4.117495 -0.13 0.08 0.19
H 3.301639 -3.754523 2.786491 0.53 -0.37 0.02
H 2.856240 -3.687880 4.468542 0.01 0.13 0.26
H 5.024622 -5.297202 3.625058 -0.31 0.14 -0.12
H 4.827499 -4.935706 5.373846 -0.30 -0.04 -0.08
H 6.324567 -4.577339 4.546527 -0.02 0.05 0.00
C -3.951716 -4.183626 -2.741260 -0.43 -0.20 -0.31
O -2.558771 -4.292651 -2.668770 0.42 -0.53 0.08
C -1.904810 -3.142712 -2.196171 -0.32 0.49 0.71
C -2.155152 -2.829012 -0.709806 -1.30 -0.27 -1.37
O -1.563786 -3.809096 0.088904 1.00 0.36 0.51
C -2.428382 -4.731967 0.692583 -0.30 -0.23 0.03
H -4.329796 -5.003324 -3.353487 0.22 -0.06 -0.03
H -4.264629 -3.258313 -3.239088 0.03 0.15 0.17
H -4.454032 -4.283292 -1.773551 0.09 0.25 0.11
H -2.238786 -2.292927 -2.808952 0.26 0.18 0.07
H -0.823562 -3.267600 -2.260012 -0.06 -0.23 -0.52
H -3.238354 -2.828518 -0.530116 0.04 0.25 0.08
H -1.806411 -1.800674 -0.567419 0.34 -0.22 0.64
H -3.019327 -5.257966 -0.061670 -0.05 -0.06 0.06
H -3.095031 -4.283236 1.439391 -0.04 0.24 -0.14
H -1.819597 -5.455341 1.232288 0.11 -0.04 -0.21
C -2.636770 3.592213 5.966589 -0.59 0.61 0.00
O -2.503779 3.736383 4.576229 -0.40 -0.15 -0.37
C -1.933963 2.574183 3.983550 1.05 0.87 0.57
C -1.995592 2.678255 2.488257 0.21 -0.71 -0.57
O -1.111379 3.697882 2.065263 -0.41 0.78 0.45
C -1.183907 3.986116 0.694961 0.45 0.24 -0.07
H -1.676484 3.338601 6.424896 -0.18 -0.33 0.17
H -3.472175 2.917561 6.198364 0.49 -0.50 0.15
H -2.977507 4.543164 6.385449 0.30 0.13 -0.22
H -2.351974 1.667946 4.426153 -0.32 -0.15 -0.39
H -0.871318 2.600837 4.251000 0.12 -0.34 0.03
H -3.039991 2.793332 2.170046 0.10 0.49 -0.16
H -1.612435 1.773130 1.994853 -0.34 -0.41 0.43
H -2.160165 4.363773 0.375148 -0.24 -0.48 0.03
H -0.830044 3.118164 0.125331 -0.37 0.03 -0.29
H -0.502814 4.813036 0.481898 0.19 -0.13 0.19
C -1.491983 -4.745344 4.265667 -0.31 0.22 0.70
O -1.517800 -3.337823 4.089365 -0.10 -0.60 -0.43
C -0.509075 -2.925769 3.177471 -0.83 0.95 0.28
C -0.635348 -1.406291 2.975355 1.13 -0.01 -0.13
O -1.821261 -0.899646 2.407891 0.13 0.05 0.22
C -2.970981 -0.988205 3.248344 -0.21 -0.41 -0.70
H -2.437424 -5.049958 4.715241 -0.03 0.14 0.05
H -0.698749 -5.003079 4.972243 0.18 -0.21 -0.14
H -1.389634 -5.314999 3.341476 0.22 0.20 -0.14
H -0.647614 -3.431038 2.216929 0.24 -0.05 0.05
H 0.466194 -3.137311 3.633272 0.14 -0.04 -0.35
H 0.180167 -1.105173 2.308162 -0.18 -0.26 -0.34
H -0.322716 -0.862527 3.877307 -0.67 -0.13 0.42
H -3.443143 -1.954204 3.038749 0.01 0.02 0.62
H -3.706073 -0.235880 2.948614 0.37 0.23 -0.05
H -2.706466 -0.858272 4.298376 -0.09 -0.18 0.02
C 1.064049 1.103047 -5.224459 0.04 0.03 0.06
O 2.018798 1.667274 -6.090562 -0.04 -0.12 -0.45
C 1.703385 3.001054 -6.456787 0.58 -0.85 0.63
C 2.878562 3.564211 -7.243723 -1.20 0.75 0.73
O 4.012659 3.680463 -6.421917 0.11 -0.35 -0.24
C 5.180693 3.938978 -7.167026 0.10 -0.03 0.00
H 0.036465 1.249800 -5.573579 0.00 0.12 -0.04
H 1.165752 1.537341 -4.224834 -0.15 -0.01 0.05
H 1.248276 0.031296 -5.167874 0.13 0.01 -0.01
H 1.530339 3.559346 -5.527169 0.07 0.32 -0.16
H 0.772591 2.997127 -7.035620 0.08 0.25 -0.20
H 2.568359 4.596567 -7.474969 0.05 -0.19 -0.70
H 3.027856 2.955154 -8.139228 0.25 0.07 -0.02
H 5.559323 3.039365 -7.664588 0.01 -0.13 0.19
H 5.909707 4.319469 -6.455193 0.16 -0.06 -0.13
H 5.037741 4.672412 -7.969580 -0.20 0.21 0.19
C -0.930044 3.599677 -3.075326 -1.07 -0.46 0.63
O -1.549214 2.516104 -3.738184 -0.42 0.25 -0.53
C -2.149238 1.528997 -2.936229 0.63 -0.60 -0.26
C -3.306086 0.844629 -3.640621 0.93 0.30 -0.44
O -4.352360 1.757539 -3.824294 -0.15 -0.27 0.19
C -5.461535 1.190364 -4.468840 -0.41 -0.04 -0.22
H -0.023386 3.292796 -2.541847 0.25 0.17 -0.36
H -1.626529 3.971531 -2.307703 0.12 0.18 -0.06
H -0.811574 4.377062 -3.825092 0.47 -0.01 0.10
H -2.456438 1.897665 -1.953264 -0.07 0.22 -0.01
H -1.387023 0.750025 -2.808605 -0.02 -0.19 0.47
H -3.522556 -0.077616 -3.084742 -0.65 0.23 0.37
H -2.961826 0.462627 -4.610560 0.09 0.21 -0.19
H -5.928458 0.419274 -3.846665 -0.05 -0.01 0.01
H -5.232717 0.746702 -5.445964 0.35 -0.05 0.08
H -6.184719 1.978793 -4.672667 0.02 0.06 0.24
Cl 4.942316 1.916632 3.667835 0.17 -0.01 -0.05
C 3.813453 2.299732 2.337285 -0.89 -0.06 0.50
C 2.469103 2.710758 2.924854 0.20 0.81 -0.22
Cl 1.720143 1.353624 3.793502 -0.13 0.08 0.13
H 3.640914 1.401977 1.751290 0.44 0.02 -0.19
H 4.251474 3.118493 1.775821 -0.04 -0.10 -0.21
H 1.749838 3.051167 2.180518 0.15 -0.35 -0.28
H 2.590246 3.577676 3.574327 0.03 -0.34 0.43
Cl 1.287793 -0.731277 -2.392912 -0.12 0.12 0.09
C 1.317654 -0.784849 -0.609540 0.31 -0.93 0.23
C 0.909804 0.510009 0.046506 -0.06 -0.06 -1.04
Cl 1.897931 1.930102 -0.480076 -0.21 -0.41 0.14
H 2.274987 -1.220382 -0.332262 0.16 0.51 0.15
H 0.584264 -1.541765 -0.320553 -0.11 0.11 0.03
H 0.941196 0.444598 1.128546 0.04 0.05 0.04
H -0.099968 0.660562 -0.337492 -0.07 0.54 0.42



(4)
69
Properties=species:S:1:pos:R:3:forces:R:3 method="wB97M-V/def2-TZVPD" total_charge=+1 e_homo_ev=-12.2439
N -2.316214 -2.819526 -0.561856 1.04 0.54 0.30
C -1.451702 -2.252989 -1.593798 -1.37 -0.46 -1.39
N -2.333468 -1.445862 -2.480857 1.60 -0.04 1.01
N -0.949950 -3.348905 -2.415133 0.26 0.40 1.02
C -0.336207 -1.254410 -1.055984 -0.05 -0.10 1.01
P 1.064406 -2.064286 -0.158044 0.20 0.35 0.76
O 0.637478 -3.374242 0.746222 0.62 2.27 -1.85
O 1.834820 -0.970606 0.862633 0.12 -3.11 -2.96
N 0.890487 -0.219600 1.611093 -1.60 0.61 2.49
O 0.553040 -0.811005 2.554685 0.25 0.75 -0.88
H -2.424472 -2.215055 0.246352 -0.14 -0.25 0.01
H -2.056940 -3.764249 -0.306653 -0.23 0.08 -0.08
H -2.588416 -0.647017 -1.895968 -0.54 -0.09 -0.50
H -1.681730 -1.036724 -3.159454 -0.48 0.03 -0.12
H 0.024546 -3.571257 -2.249141 -0.05 -0.02 -0.49
H -1.154844 -3.218603 -3.401369 0.20 -0.09 0.15
H 0.069261 -0.629554 -1.885617 0.08 -0.57 0.52
H -0.837058 -0.548785 -0.347554 0.40 -0.49 -0.43
H 2.042545 -2.429404 -1.141884 -0.17 0.12 0.91
H 0.028522 -3.879040 0.170322 -0.15 -0.32 0.42
C -2.411092 2.345961 -5.159703 -0.26 0.25 -0.08
N -1.808220 1.457648 -4.134366 -0.20 0.36 -0.33
O -2.434037 1.259594 -3.114509 0.03 0.17 0.23
O -0.721835 0.984718 -4.386817 0.22 -0.34 0.21
H -3.374172 2.690419 -4.797256 0.07 -0.09 0.07
H -1.729389 3.180649 -5.309076 0.09 -0.15 -0.09
H -2.524510 1.763475 -6.070693 0.15 0.04 0.01
C 5.171281 -2.084712 0.044062 0.23 0.15 0.09
N 4.633765 -3.438998 -0.252596 0.28 0.01 0.21
O 4.890934 -4.321907 0.522338 -0.09 -0.17 -0.01
O 3.967756 -3.566064 -1.270195 -0.29 0.13 -0.04
H 5.737340 -2.130517 0.968844 -0.06 -0.09 -0.05
H 5.810232 -1.797054 -0.787461 -0.13 0.03 -0.03
H 4.325886 -1.407822 0.141723 0.05 0.02 -0.11
C -1.098605 0.186949 5.384892 -0.17 -0.31 -0.05
N -1.156339 1.468301 6.132201 -0.15 -0.15 0.00
O -2.155951 1.701206 6.770219 -0.06 0.09 0.06
O -0.188500 2.193844 6.045979 0.15 0.12 -0.02
H -2.023530 -0.356673 5.550137 0.02 0.10 0.06
H -0.974797 0.429590 4.333055 0.10 0.03 0.08
H -0.247287 -0.374338 5.762479 0.04 0.09 -0.07
C -1.884176 2.763550 10.022422 0.13 -0.02 -0.29
N -2.396662 2.047025 11.217646 0.03 0.00 -0.08
O -2.592551 0.855337 11.114439 -0.03 -0.19 0.02
O -2.582744 2.707187 12.213602 -0.03 0.08 0.14
H -1.767264 2.051401 9.213250 -0.07 0.00 0.09
H -2.611169 3.528272 9.761449 0.08 0.04 0.09
H -0.927680 3.205554 10.290465 -0.11 0.09 0.06
C 2.583504 1.914292 -5.898214 0.24 -0.25 -0.02
N 1.936012 3.180476 -6.323595 0.21 -0.04 -0.08
O 2.561694 3.910314 -7.053536 0.02 0.13 -0.09
O 0.817669 3.391283 -5.905277 -0.29 0.06 0.12
H 3.570761 1.861675 -6.345970 -0.07 0.09 -0.01
H 2.649778 1.930141 -4.813270 -0.13 -0.03 -0.04
H 1.956997 1.094649 -6.242246 -0.06 0.05 0.13
C -1.208970 -4.486055 -6.793244 -0.24 -0.24 0.15
N -0.477511 -3.251664 -6.407112 -0.10 -0.24 -0.21
O -0.661178 -2.808824 -5.286631 0.07 0.21 0.16
O 0.252473 -2.767097 -7.232099 0.11 0.16 0.00
H -1.822629 -4.803826 -5.956203 0.05 0.08 -0.02
H -1.825122 -4.244503 -7.655638 0.13 -0.02 -0.04
H -0.467306 -5.241850 -7.039564 -0.01 0.10 -0.12
C 0.284372 4.362678 3.986333 -0.15 -0.18 0.04
N 0.999979 5.319779 3.104982 -0.11 -0.05 -0.03
O 0.707804 5.323115 1.927115 0.01 -0.01 -0.20
O 1.827376 6.029130 3.626239 0.11 0.08 0.06
H -0.421281 3.797367 3.385584 0.05 0.10 -0.04
H 1.027337 3.706486 4.430264 -0.02 0.14 0.11
H -0.232548 4.940955 4.747557 0.14 -0.05 0.06



(5)
15
Properties=species:S:1:pos:R:3:forces:R:3 method="wB97M-V/def2-TZVPD" smiles=CSC.CO e_above_lowest_kcal_mol=19.8 e_homo_ev=-8.3456
C -0.821056 -2.024008 -2.566770 -0.37 -0.10 0.41
O -1.427561 -1.996558 -1.277988 -0.30 0.25 -0.13
H -1.491465 -2.498619 -3.286558 0.15 -0.09 -0.16
H -0.584240 -1.017535 -2.918385 0.19 -0.02 -0.03
H 0.079965 -2.619372 -2.442777 0.07 0.09 -0.24
H -2.238214 -1.473691 -1.345329 0.26 -0.16 0.13
C 0.684374 1.126296 2.544832 0.45 -0.21 -0.95
S 0.575615 0.459267 0.838785 0.08 0.34 0.21
C 0.592664 2.054200 -0.051021 -0.13 -0.20 1.24
H 1.059712 2.126543 2.444190 0.07 0.64 0.03
H 1.451912 0.600952 3.115539 -0.54 -0.29 0.11
H -0.310418 1.157464 2.954970 -0.08 -0.17 0.57
H 0.464568 1.813019 -1.087634 0.25 0.14 -0.58
H -0.230248 2.687627 0.279761 -0.17 -0.12 -0.08
H 1.511645 2.582854 0.209978 0.07 -0.11 -0.54



(6)
8
Properties=species:S:1:pos:R:3:forces:R:3 method="wB97M-V/def2-TZVPD" smiles="C#CC#CC=S" e_above_lowest_kcal_mol=28.2 e_homo_ev=-9.2013
C 0.930110 1.088874 -1.768496 0.70 -0.99 -0.07
C 0.222761 0.364031 -0.819725 -3.26 -1.63 2.95
C -0.450609 -0.220600 0.055862 2.29 0.52 -1.22
C -0.754345 -0.937523 1.215058 -1.73 -1.33 5.32
C -1.060391 -1.371885 2.384121 0.85 1.79 -1.81
H 1.972754 0.988386 -1.502789 0.65 0.65 -0.22
H -1.280500 -1.575485 3.604215 0.78 0.47 -4.50
S 0.420220 1.664201 -3.168246 -0.27 0.51 -0.46